# 1
Here is C5H16N3 as an isolated structure from the OMol25 dataset. Energies are from ωB97M-V/def2-TZVPD.

XYZ file:
```
24
Properties=species:S:1:pos:R:3:forces:R:3
C -0.45134 1.67950 1.12407 -1.7100 0.4125 -0.9740
C -1.46867 -0.90320 -1.09163 -4.4399 3.9057 -1.1397
C -0.89062 -1.18210 1.23010 -1.7743 -0.9529 1.9853
C 2.00762 0.40536 0.06760 -5.0738 -2.1027 2.5402
C 0.01790 0.83475 0.00196 3.4763 -0.9383 -1.7976
N 0.05100 1.42499 -1.28137 -2.0761 0.3527 -2.1520
N -0.58417 -0.58501 -0.04114 2.0302 0.3610 0.1149
N 1.98540 -1.03374 -0.27196 1.9429 1.3420 -1.2432
H 0.23950 2.51388 1.12735 0.0027 0.1561 0.7200
H -1.51122 2.10648 0.93861 1.5322 -0.6584 0.1644
H -0.50981 1.04675 1.99930 0.3430 0.6293 0.5471
H -1.63698 0.12016 -1.69666 -0.1562 -2.8157 1.1471
H -1.10116 -1.61561 -1.72545 1.1802 -1.7721 -1.6727
H -2.42710 -1.28652 -0.70185 0.2758 0.4778 -0.2041
H 0.04446 -1.13410 1.87237 -1.4525 -0.0333 -0.5057
H -1.83160 -0.61079 1.67378 2.1362 -1.3816 -0.5828
H -1.18837 -2.28681 1.04470 0.5743 1.8565 0.4875
H 2.53461 1.04336 -0.55332 0.5341 1.1899 -1.4370
H 2.09746 0.65997 1.12580 0.6572 -0.5072 -0.2081
H 0.26845 0.76231 -2.07866 0.1919 1.0283 1.4946
H -0.86954 1.85447 -1.60462 1.4234 -0.3553 0.8363
H 2.48892 -1.12254 -1.20298 -0.7679 -0.2708 1.6606
H 0.23850 -1.10753 -0.38111 1.3678 -0.0393 0.6509
H 2.49673 -1.58404 0.42510 -0.2177 0.1158 -0.4319
```
Forces are in eV/Å.

Calculated values
Frontier orbital gap (eV): 10.228
HOMO energy (eV): -12.977
Molar mass (g/mol): 118.20
Net charge: +1
Relative energy (zero: lowest compared OMol25 entry of this formula, charge and spin) (kcal per mole): 88.94
Multiplicity: 1

---

# 2
Here is one molecule with the formula C17H31N3O5S from the OMol25 dataset. Energies are from ωB97M-V/def2-TZVPD.

XYZ file:
```
57
Properties=species:S:1:pos:R:3:forces:R:3
C -6.09476 -0.50578 -1.92634 -0.0353 -0.2141 0.0787
C -6.05917 -1.62803 -0.89652 0.0441 0.3984 0.1026
H -7.07155 -1.99594 -0.72279 -0.0069 -0.1091 0.0198
C -5.47378 -1.16336 0.44169 -0.2529 -0.2438 0.0078
N -4.10009 -0.73497 0.26835 -0.1383 -0.4381 -0.0758
C -3.67422 0.51932 0.51349 0.6551 -0.1709 -0.1217
O -4.40644 1.40957 0.89436 -0.2151 0.3675 0.0962
C -2.19165 0.74037 0.22256 -0.2927 0.3454 0.0697
C -2.05102 1.42319 -1.14176 0.1089 -0.0744 0.1035
C -0.56249 1.51364 -1.50822 -0.1604 -0.1452 -0.5412
N 0.28966 1.55979 -0.33623 0.5074 -0.9305 0.0883
S 1.08308 0.16759 0.10758 0.3964 0.8660 -0.0064
O 0.51922 -0.45949 1.26628 0.0196 0.0696 0.2354
O 1.23372 -0.64283 -1.06726 -0.0137 0.0704 -0.1962
N 2.51042 0.88039 0.59876 -1.0155 -0.3531 -0.0418
C 3.29243 1.43526 -0.48378 0.2309 0.1466 -0.6030
C 4.10426 0.37682 -1.23126 0.3634 -0.1258 0.3010
H 3.43491 -0.32048 -1.73323 0.0794 0.0347 -0.0308
H 4.75418 0.85034 -1.96668 0.0453 -0.0159 -0.0100
C 4.96450 -0.41858 -0.24903 -0.5062 -0.0923 -0.1683
C 4.06547 -1.01521 0.85080 0.3392 0.3126 -0.1460
C 3.29453 0.10980 1.53986 0.0866 -0.5297 0.4407
H 2.59868 -0.29298 2.27578 0.2354 0.0533 0.1168
H 3.99504 0.79501 2.02739 -0.1215 -0.0278 -0.0089
H 3.36681 -1.70839 0.38095 0.0432 -0.0988 0.0256
H 4.67105 -1.55574 1.57971 0.0262 -0.0669 0.0172
O 5.96117 0.42149 0.30794 -0.3051 0.2249 -0.1050
C 7.09687 -0.37142 0.57144 0.2883 -0.2005 0.0933
H 7.17253 -0.59630 1.64244 0.0376 0.0223 -0.1090
C 6.87935 -1.65225 -0.26268 0.2225 -0.0684 0.1870
H 7.66024 -1.81270 -1.00827 -0.0314 -0.0207 0.1067
O 5.66851 -1.42378 -0.94718 -0.2640 0.1266 -0.1738
H 6.80282 -2.53972 0.37770 0.0492 0.0778 -0.0720
H 7.97939 0.19154 0.25943 -0.0503 -0.0756 0.0734
H 2.59069 1.92488 -1.15926 0.2188 0.1759 -0.0363
H 3.96997 2.17938 -0.05508 -0.1228 0.0311 -0.0361
C -0.27503 2.28323 0.78301 -0.0793 0.1673 0.5223
C -1.57021 1.63549 1.30050 -0.0288 -0.0747 -0.0220
H -2.29583 2.40401 1.57313 0.0269 -0.0460 -0.0055
H -1.35694 1.02640 2.17802 -0.0394 0.0786 0.0473
H 0.49176 2.29865 1.55710 -0.1071 0.2656 0.0814
H -0.45568 3.30701 0.44476 0.0802 -0.0310 0.0331
H -0.24498 0.63881 -2.07650 -0.1530 0.1756 -0.1423
H -0.36872 2.41001 -2.10902 0.0064 -0.1081 0.0191
H -2.49519 2.41788 -1.07604 -0.0702 -0.0007 -0.0240
H -2.58617 0.86457 -1.91122 -0.0187 0.0658 -0.0479
H -1.66107 -0.21620 0.19756 -0.1654 -0.0017 0.0120
H -3.43671 -1.43679 -0.02095 0.0857 0.1288 0.0460
C -5.54510 -2.26694 1.49501 -0.0191 0.3144 -0.0952
H -5.00314 -3.14898 1.15862 0.0571 -0.1382 -0.0182
H -6.57896 -2.54544 1.67923 -0.1112 -0.0904 0.0254
H -5.10609 -1.92307 2.42805 0.0338 -0.0112 0.1034
H -6.01519 -0.27849 0.79177 0.0604 -0.1326 -0.0650
H -5.46189 -2.46044 -1.27786 -0.0171 -0.1242 0.0327
H -6.69038 0.32594 -1.55856 -0.0633 0.1279 -0.0060
H -6.52746 -0.85784 -2.85975 -0.0195 0.0411 -0.1166
H -5.09134 -0.13821 -2.12782 0.0762 0.0719 -0.0614
```
Forces are in eV/Å.

Calculated values
Frontier orbital gap (eV): 10.070
HOMO energy (eV): -9.294
Molar mass (g/mol): 389.52
Net charge: 0
Relative energy (zero: lowest compared OMol25 entry of this formula, charge and spin) (kcal per mole): 9.32
Multiplicity: 1
SMILES string: CC[C@@H](C)NC(=O)C1CCN(S(=O)(=O)N2CCC3(CC2)OCCO3)CC1

---

# 3
Here is a 2-piece molecular cluster, C6H10O overall from the OMol25 dataset. Energies are from ωB97M-V/def2-TZVPD.

XYZ file:
```
17
Properties=species:S:1:pos:R:3:forces:R:3
C -0.99221 -1.52893 -0.11152 -0.0620 -0.0425 -0.0656
C 0.34567 -0.85263 0.10311 0.0051 -0.2354 0.0457
C 1.04309 -0.21484 -1.12555 -0.0769 0.0299 -0.1655
C 1.12653 1.12103 -0.37837 -0.6695 0.1781 0.2585
O -0.02394 1.98932 -0.65929 -2.1240 -0.0260 1.3059
C -0.73611 1.49408 0.56744 -1.7745 -0.7827 3.7263
C 0.39703 0.51813 0.83606 -0.6012 0.0473 0.5414
H -1.45466 -1.78982 0.84537 -0.0164 0.0193 -0.1083
H -0.87291 -2.44867 -0.69454 0.0770 0.0755 0.1014
H -1.68636 -0.88374 -0.65854 0.1057 -0.0386 0.1406
H 1.02572 -1.53977 0.61164 -0.0033 -0.0038 -0.0474
H 2.00233 -0.66711 -1.37301 0.0458 0.0805 -0.0265
H 0.42924 -0.15652 -2.02793 0.0604 0.0157 0.0749
H 2.07430 1.68163 -0.35109 -0.5455 -0.0645 0.0320
H -2.25427 0.82497 1.02027 1.8617 -0.2129 -2.4234
H -1.47572 1.87093 1.54050 3.6325 1.1876 -3.3121
H 0.76306 0.55613 1.86250 0.0852 -0.2275 -0.0780
```
Forces are in eV/Å.

Calculated values
Frontier orbital gap (spin up / spin down) (eV): 8.566 / 8.565
HOMO energy (spin up / spin down) (eV): -8.225 / -8.225
Molar mass (g/mol): 98.14
Net charge: 0
Relative energy (zero: lowest compared OMol25 entry of this formula, charge and spin) (kcal per mole): 142.99
Multiplicity: 1

---

# 4
Here is one molecule with the formula C3H10Si2 from the OMol25 dataset. Energies are from ωB97M-V/def2-TZVPD.

XYZ file:
```
15
Properties=species:S:1:pos:R:3:forces:R:3
C -2.23577 -1.39829 -0.26780 -2.2133 -1.5558 2.8715
C -1.55436 -0.48923 0.41403 1.0599 1.2056 1.0210
C 0.31031 2.15019 0.01097 0.7933 0.8551 0.3036
Si 1.77306 -1.06022 0.05670 0.8008 0.1021 -2.7622
Si -0.04623 0.32344 -0.32640 0.4539 -0.0579 -2.0356
H -3.12996 -1.99294 0.24867 1.9570 1.3073 -1.2713
H -1.88527 -1.78613 -1.19264 -0.0767 0.1186 -0.9583
H -1.62771 -0.17834 1.50702 -0.9105 -0.7207 -1.4053
H -0.55374 2.81490 0.17121 0.0635 -0.3000 -0.7180
H 0.85577 2.33168 0.96047 -0.0431 -0.5755 -0.3739
H 1.01621 2.55557 -0.78437 -1.1246 -0.4486 0.7870
H 2.57873 -1.24930 1.21487 0.2234 -0.1540 1.2243
H 1.14680 -2.37814 -0.42935 0.6303 0.5930 0.2912
H 2.93361 -0.53861 -0.99036 -1.4986 -0.7436 1.0623
H -0.06963 0.06532 -1.95715 -0.1152 0.3745 1.9636
```
Forces are in eV/Å.

Calculated values
Frontier orbital gap (eV): 10.198
HOMO energy (eV): -9.344
Molar mass (g/mol): 102.28
Net charge: 0
Relative energy (zero: lowest compared OMol25 entry of this formula, charge and spin) (kcal per mole): 15.36
Multiplicity: 1
SMILES string: C=C[Si@@H](C)[SiH3]